Below is a cluster of 11 separate species, C66H148N6O11 in total at a distorted geometry, with properties calculated with ωB97M-V with the def2-TZVPD basis set.

Geometry as XYZ:
```
231
Properties=species:S:1:pos:R:3:mulliken_charge:R:1
C 4.729 -6.183 -3.615 -1.82
C 3.275 -5.707 -3.244 1.38
C 2.520 -6.986 -3.457 -1.54
C 3.400 -5.307 -1.754 -1.37
C 2.195 -4.423 -1.296 -0.05
C 2.072 -3.220 -2.133 -0.74
C 1.996 -3.468 -3.655 3.63
C 0.553 -3.962 -3.899 -2.50
C 2.241 -2.154 -4.318 -2.58
N 3.041 -4.458 -4.091 0.24
O 2.786 -4.739 -5.443 -0.55
H 4.889 -6.224 -4.692 0.44
H 5.458 -5.418 -3.348 0.38
H 5.000 -7.175 -3.251 0.35
H 2.908 -7.337 -4.413 0.46
H 2.619 -7.695 -2.635 0.34
H 1.520 -6.712 -3.793 0.28
H 3.440 -6.235 -1.183 0.60
H 4.296 -4.718 -1.560 0.11
H 1.312 -5.053 -1.196 0.37
H 2.262 -4.101 -0.257 -0.03
H 2.834 -2.508 -1.818 -0.40
H 1.114 -2.743 -1.924 0.12
H -0.260 -3.314 -3.573 0.22
H 0.297 -4.870 -3.353 0.30
H 0.484 -4.114 -4.977 0.62
H 1.661 -2.158 -5.241 0.71
H 3.272 -1.916 -4.580 0.49
H 1.824 -1.279 -3.820 0.25
H 3.338 -4.116 -5.921 0.37
C -4.654 -0.665 -7.887 -2.06
C -3.768 -1.574 -7.092 1.64
C -2.906 -2.367 -8.142 -1.57
C -2.853 -0.574 -6.334 -1.49
C -2.076 -1.255 -5.159 0.98
C -3.028 -1.938 -4.255 -0.80
C -3.849 -3.045 -4.936 1.70
C -2.939 -4.294 -5.180 -1.51
C -4.927 -3.374 -3.840 -2.10
N -4.492 -2.466 -6.111 0.31
O -5.294 -3.422 -6.724 -0.52
H -5.211 0.009 -7.237 0.44
H -4.226 -0.094 -8.710 0.35
H -5.506 -1.226 -8.271 0.45
H -3.506 -3.044 -8.749 0.39
H -2.482 -1.614 -8.806 0.45
H -2.259 -3.121 -7.695 0.25
H -2.129 -0.106 -7.001 0.58
H -3.494 0.204 -5.920 0.31
H -1.247 -1.875 -5.502 0.00
H -1.551 -0.408 -4.718 -0.63
H -3.477 -1.271 -3.520 0.43
H -2.275 -2.523 -3.727 -0.19
H -2.606 -4.756 -4.251 0.44
H -2.056 -3.987 -5.741 0.14
H -3.389 -5.118 -5.734 0.30
H -4.491 -3.713 -2.900 0.35
H -5.389 -4.248 -4.298 0.64
H -5.725 -2.639 -3.731 0.36
H -6.095 -3.354 -6.200 0.39
C -0.952 4.418 -3.635 -1.42
C -0.359 2.954 -3.644 1.04
C -1.485 2.075 -3.161 -1.27
C -0.087 2.484 -5.113 -0.55
C 1.202 3.093 -5.585 -1.18
C 2.386 2.901 -4.628 -1.31
C 2.112 3.420 -3.143 1.38
C 3.186 2.798 -2.256 -2.20
C 2.198 4.951 -3.096 -1.52
N 0.793 2.819 -2.781 0.79
O 0.510 2.862 -1.400 0.79
H -1.994 4.686 -3.810 0.40
H -0.684 4.944 -2.719 0.06
H -0.538 4.939 -4.499 0.36
H -2.059 1.862 -4.064 0.55
H -1.171 1.194 -2.602 -0.04
H -2.068 2.491 -2.340 0.13
H -0.049 1.398 -5.190 -0.06
H -0.832 3.026 -5.696 0.61
H 1.446 2.654 -6.552 0.47
H 1.072 4.165 -5.729 0.43
H 3.282 3.332 -5.075 0.45
H 2.775 1.884 -4.587 0.32
H 4.075 3.429 -2.235 0.41
H 3.670 1.922 -2.688 0.16
H 2.994 2.514 -1.222 0.57
H 3.220 5.256 -3.322 0.45
H 2.031 5.198 -2.048 0.18
H 1.480 5.425 -3.765 0.31
H 0.679 1.941 -1.189 -0.12
C -0.906 -4.834 4.295 -1.63
C -1.681 -3.726 5.083 2.31
C -0.956 -2.426 4.767 -2.12
C -3.159 -3.595 4.807 -1.06
C -4.164 -4.683 5.306 -1.01
C -3.887 -4.707 6.811 -1.37
C -2.436 -4.934 7.252 1.38
C -2.451 -4.606 8.704 -1.95
C -2.084 -6.512 7.104 -1.57
N -1.500 -4.039 6.555 0.43
O -0.222 -4.127 6.906 -0.52
H 0.139 -4.830 4.607 0.43
H -1.339 -5.812 4.505 0.33
H -0.910 -4.772 3.207 0.23
H -1.252 -1.548 5.340 0.64
H 0.114 -2.357 4.962 0.22
H -1.105 -2.128 3.729 0.19
H -3.429 -2.596 5.149 0.48
H -3.212 -3.554 3.719 0.08
H -5.151 -4.424 4.924 0.43
H -3.864 -5.639 4.879 0.33
H -4.494 -5.512 7.225 0.57
H -4.199 -3.740 7.203 0.43
H -3.207 -5.099 9.315 0.38
H -2.435 -3.577 9.062 0.37
H -1.567 -5.143 9.048 0.46
H -2.828 -7.136 7.598 0.43
H -1.052 -6.727 7.382 0.38
H -2.183 -6.804 6.058 0.36
H 0.021 -3.263 7.246 0.35
C 2.062 4.694 3.135 -0.87
C 1.606 6.061 3.570 1.76
C 1.417 6.011 5.108 -1.66
C 2.722 7.158 3.336 -1.36
C 2.820 7.692 1.828 -0.64
C 1.447 7.896 1.132 -1.00
C 0.190 6.941 1.540 1.73
C -1.045 7.836 1.379 -1.90
C 0.226 5.824 0.468 -1.54
N 0.321 6.384 2.902 0.41
O -0.763 5.745 3.434 -0.39
H 1.334 3.935 3.420 -0.22
H 2.243 4.590 2.065 0.05
H 2.994 4.476 3.658 0.43
H 0.826 6.894 5.356 0.53
H 0.785 5.167 5.385 0.13
H 2.391 5.924 5.589 0.38
H 2.522 8.003 3.996 0.41
H 3.739 6.834 3.554 0.44
H 3.479 8.559 1.788 0.50
H 3.529 7.040 1.317 0.14
H 1.660 7.618 0.100 0.16
H 1.177 8.948 1.234 0.50
H -1.258 7.910 0.312 0.38
H -1.163 8.789 1.894 0.42
H -1.871 7.223 1.740 0.42
H 1.225 5.425 0.292 -0.02
H -0.084 6.267 -0.479 0.69
H -0.477 5.022 0.694 -0.07
H -0.454 4.842 3.337 0.21
C -3.129 -1.675 0.357 -1.31
C -4.514 -0.998 0.647 2.65
C -5.644 -1.800 -0.060 -2.10
C -4.773 -0.975 2.198 -1.81
C -3.916 -0.002 3.070 0.49
C -4.157 1.415 2.456 -2.01
C -3.889 1.513 0.934 2.94
C -4.343 2.892 0.503 -2.30
C -2.335 1.644 0.695 -0.43
N -4.604 0.437 0.179 -0.01
O -4.410 0.518 -1.170 -0.40
H -2.733 -1.786 -0.653 -0.03
H -2.351 -1.086 0.843 -0.12
H -3.107 -2.622 0.897 0.67
H -5.781 -2.834 0.255 0.39
H -6.631 -1.362 0.088 0.47
H -5.622 -1.924 -1.143 0.23
H -5.817 -0.686 2.320 0.41
H -4.907 -1.946 2.674 0.51
H -4.251 0.015 4.107 0.71
H -2.859 -0.229 2.926 -0.52
H -3.458 2.020 3.033 0.37
H -5.168 1.748 2.689 0.43
H -5.404 2.901 0.253 0.53
H -3.982 3.122 -0.500 0.24
H -4.185 3.703 1.214 0.36
H -1.910 1.759 -0.302 -0.29
H -1.821 0.733 0.999 -0.64
H -1.850 2.400 1.313 0.47
H -3.457 0.479 -1.282 0.17
C 5.978 4.046 0.111 -1.38
C 5.704 3.578 1.477 1.27
C 5.041 2.234 1.595 -0.54
O 6.968 3.719 2.230 -0.66
H 6.500 4.997 0.208 0.44
H 5.070 4.302 -0.436 0.14
H 6.579 3.480 -0.601 0.30
H 5.004 4.219 2.011 -0.35
H 4.073 2.193 1.095 -0.18
H 4.686 1.935 2.582 0.52
H 5.667 1.380 1.335 0.13
H 6.640 3.748 3.132 0.37
C 2.023 -2.898 2.912 -1.40
C 2.006 -1.566 2.035 0.75
C 2.970 -0.377 2.205 -0.61
O 1.976 -1.891 0.640 -0.20
H 2.916 -3.491 2.714 0.46
H 1.127 -3.484 2.710 0.07
H 2.043 -2.495 3.925 0.50
H 0.986 -1.192 2.119 -0.28
H 2.474 0.451 1.699 0.08
H 3.899 -0.490 1.645 0.06
H 3.114 -0.125 3.255 0.44
H 2.847 -2.211 0.396 -0.12
C -2.210 2.710 7.091 -1.59
C -0.954 2.130 6.448 0.44
C -0.930 2.731 4.973 -1.02
O 0.179 2.646 7.176 -0.57
H -2.166 3.798 7.144 0.41
H -2.327 2.216 8.055 0.38
H -3.138 2.623 6.526 0.32
H -0.889 1.042 6.455 0.28
H -1.138 2.114 4.099 0.43
H 0.056 3.135 4.743 0.08
H -1.706 3.486 4.846 0.42
H 0.249 2.095 7.960 0.34
C 6.998 -0.251 -0.740 -1.51
C 5.677 -1.011 -1.183 1.29
C 5.697 -1.378 -2.669 -1.66
O 5.341 -2.212 -0.471 -0.31
H 7.940 -0.639 -1.128 0.43
H 7.150 -0.129 0.332 0.43
H 7.015 0.709 -1.256 0.29
H 4.812 -0.348 -1.161 -0.18
H 6.103 -0.588 -3.302 0.48
H 4.767 -1.710 -3.132 0.09
H 6.369 -2.235 -2.703 0.39
H 6.131 -2.400 0.041 0.27
O 0.449 0.296 -0.307 0.37
H 0.796 -0.589 -0.197 -0.37
H 0.237 0.583 0.581 -0.13
```

Charge   0
E_HOMO   -7.67 eV
SMILES   CC1(C)CCCC(C)(C)N1O.CC1(C)CCCC(C)(C)N1O.CC1(C)CCCC(C)(C)N1O.CC1(C)CCCC(C)(C)N1O.CC1(C)CCCC(C)(C)N1O.CC1(C)CCCC(C)(C)N1O.CC(C)O.CC(C)O.CC(C)O.CC(C)O.O
ΔE to the lowest compared entry with this formula, charge and spin   61.6 kcal/mol
Total energy   -102291.608 eV

Below is a cluster of 2 separate species, C4H12 in total at a distorted geometry, with properties calculated with ωB97M-V with the def2-TZVPD basis set.

Geometry as XYZ:
```
16
Properties=species:S:1:pos:R:3:mulliken_charge:R:1
C 0.616 -1.685 2.307 -0.88
C 1.185 -2.010 0.916 -0.58
H -0.417 -1.971 2.468 0.30
H 1.160 -2.307 3.033 0.29
H 0.808 -0.652 2.591 0.27
H 0.764 -2.956 0.595 0.27
H 2.267 -2.002 0.911 0.28
H 0.815 -1.269 0.204 0.06
C -0.980 2.372 -2.197 -0.87
C -0.794 1.378 -1.053 -0.75
H -1.383 3.307 -1.799 0.26
H -0.059 2.540 -2.744 0.29
H -1.769 2.027 -2.868 0.26
H -0.973 0.358 -1.417 0.25
H -1.485 1.508 -0.226 0.32
H 0.245 1.363 -0.722 0.24
```

Charge   0
E_HOMO   -11.63 eV
SMILES   CC.CC
ΔE to the lowest compared entry with this formula, charge and spin   5.0 kcal/mol
Total energy   -4342.313 eV

Below is a structure of composition C29H46NO3P2Sn at a distorted geometry, with properties calculated with ωB97M-V with the def2-TZVPD basis set.

Geometry as XYZ:
```
82
Properties=species:S:1:pos:R:3:mulliken_charge:R:1
C -1.259 2.303 -4.091 -0.89
C -1.325 1.359 -3.022 0.93
N -0.188 1.133 -2.263 0.39
C 1.006 1.486 -2.769 0.57
C 1.116 2.432 -3.797 -0.86
C -0.043 2.857 -4.453 -0.50
C -2.491 0.582 -2.817 -1.96
P -2.664 -0.500 -1.426 1.30
Sn -0.263 -0.293 -0.195 1.38
P 1.934 -0.810 -1.449 1.02
C 2.256 0.883 -2.147 -1.26
C -0.190 -2.348 0.782 0.86
C -0.486 -2.354 2.134 -0.12
C -0.631 -3.568 2.825 -0.58
C -0.325 -4.768 2.172 -0.70
C 0.062 -4.741 0.828 -0.68
C 0.129 -3.529 0.121 -0.27
O -1.772 -1.325 -5.154 -0.68
O 0.844 -1.572 -4.919 -0.68
H -2.198 2.555 -4.588 0.46
H 2.109 2.797 -4.060 0.50
H 0.011 3.597 -5.255 0.42
C -4.068 0.141 -0.469 -1.44
C -3.233 -2.101 -2.073 -1.34
H 3.038 0.768 -2.916 0.59
H 2.663 1.565 -1.383 0.34
H -2.111 -0.559 -4.637 0.32
H -3.379 0.831 -3.415 0.49
C 2.960 -1.017 0.040 -1.01
C 2.763 -1.792 -2.708 -1.12
H -0.590 -1.408 2.665 -0.03
H -0.970 -3.570 3.864 0.49
H -0.379 -5.715 2.711 0.39
H 0.317 -5.661 0.306 0.43
H 0.434 -3.533 -0.926 0.04
H -0.254 -3.434 -3.446 0.13
H 1.012 -2.338 -5.490 0.29
H -0.143 -1.424 -4.978 0.34
H -2.146 -1.225 -6.046 0.28
H -0.338 -3.220 -2.724 -0.22
H -5.002 0.006 -1.035 0.61
H -4.141 -0.392 0.488 0.35
H -3.936 1.210 -0.262 0.28
H -4.321 -2.041 -2.224 0.44
H -2.732 -2.334 -3.023 0.24
H -3.010 -2.886 -1.339 0.39
H 3.773 -1.381 -2.868 0.50
H 2.856 -2.829 -2.365 0.45
H 2.168 -1.751 -3.642 0.17
H 4.010 -0.776 -0.185 0.51
H 2.582 -0.407 0.871 -0.34
H 2.888 -2.070 0.348 0.51
C 3.909 1.105 3.016 -1.33
C 3.108 2.330 2.554 0.19
C 3.123 2.538 1.041 -1.19
C 1.740 2.298 3.210 0.41
C 1.624 2.806 4.499 -0.53
C 0.395 2.827 5.151 -1.43
C -0.724 2.301 4.508 -0.51
C -0.653 1.725 3.247 -0.25
C -1.908 1.089 2.639 3.08
C -2.489 0.041 3.592 -1.61
C -2.990 2.130 2.336 -1.63
C 0.619 1.675 2.587 0.31
O 0.779 1.011 1.474 0.38
H 3.500 0.185 2.577 0.18
H 3.871 1.007 4.109 0.43
H 4.967 1.196 2.746 0.40
H 3.593 3.207 2.999 0.64
H 3.228 1.585 0.528 -0.11
H 2.208 3.005 0.675 0.39
H 3.965 3.174 0.745 0.42
H 2.514 3.218 4.984 0.42
H 0.272 3.256 6.146 0.38
H -1.687 2.330 5.018 0.32
H -1.644 0.596 1.680 -2.38
H -2.811 0.527 4.522 0.39
H -3.340 -0.500 3.147 0.32
H -1.740 -0.701 3.880 0.47
H -2.631 2.856 1.595 0.39
H -3.908 1.655 1.952 0.39
H -3.230 2.691 3.249 0.36
```

Charge   +1
E_HOMO (spin up / spin down)   -9.84 / -9.84 eV
Total energy   -62852.769 eV